Arrangement P

Below is 2 unconnected molecules or ions with the total composition H2N2O3, with properties calculated with ωB97M-V/def2-TZVPD.

The calculation puts the molar mass at 78.0 g mol⁻¹. The LUMO energy (alpha / beta) is 0.10 / -1.35 eV. For the HOMO energy (alpha / beta), the calculation gives -10.1 / -9.0 eV.

The geometry in XYZ format:
```
7
Properties=species:S:1:pos:R:3:mulliken_charge:R:1
N -0.14 -0.28 0.05 -0.0448
N -2.71 -0.06 0.00 0.7341
O -2.00 0.88 0.03 -0.3725
O -3.91 -0.15 0.02 -0.4493
O -0.64 -1.44 -0.03 -0.3882
H 0.12 0.30 0.80 0.2767
H 0.29 -0.08 -0.80 0.2439
```

Arrangement Q

Below is 2 unconnected molecules or ions with the total composition H2N2O3, with properties calculated with ωB97M-V/def2-TZVPD.

The calculation puts the molar mass at 78.0 g mol⁻¹. The LUMO energy (alpha / beta) is -0.32 / -0.32 eV. For the HOMO energy (alpha / beta), the calculation gives -8.3 / -8.3 eV.

The geometry in XYZ format:
```
7
Properties=species:S:1:pos:R:3:mulliken_charge:R:1
N 1.58 0.46 0.71 -0.1519
N -0.14 -0.65 -0.92 0.3567
O -0.06 -0.34 -2.07 -0.3607
O 0.73 0.95 1.43 -0.2231
O -1.12 0.00 -0.24 -0.4275
H -0.29 0.63 1.02 0.4441
H -1.54 0.81 -0.59 0.3623
```

The winner here is arrangement P, beating the second structure by 0.0275 hartree.

Arrangement P

Below is a molecular structure, C29H39N8O4SSiW, with properties calculated with ωB97M-V/def2-TZVPD.

The calculation puts the molar mass at 807.7 g mol⁻¹. The LUMO energy (alpha / beta) is 1.86 / 1.86 eV. For the HOMO energy (alpha / beta), the calculation gives -3.6 / -3.6 eV. Its net charge is -1.

The geometry in XYZ format:
```
83
Properties=species:S:1:pos:R:3:mulliken_charge:R:1
W -0.25 -0.13 -0.20 1.0278
C 0.71 -0.57 2.94 -1.7745
N 1.20 0.72 2.49 0.4766
C 0.23 1.78 2.41 -2.1869
C -0.68 1.59 1.18 0.9887
N -1.70 0.63 1.32 -0.1932
C -2.88 1.23 1.03 0.1884
C -4.17 0.70 1.07 -0.7612
C -5.23 1.55 0.80 -0.5619
C -5.03 2.89 0.50 -0.6175
C -3.75 3.44 0.46 -0.9190
C -2.69 2.60 0.72 0.3662
N -1.34 2.85 0.85 0.0773
C 0.69 -1.62 1.75 0.1270
N -0.62 -1.67 1.12 0.4242
C -1.15 -2.90 1.32 0.6293
C -2.38 -3.41 0.92 -0.5691
C -2.69 -4.72 1.26 -0.8358
C -1.80 -5.51 1.96 -0.6299
C -0.55 -5.02 2.36 -0.7538
C -0.26 -3.72 2.06 -0.0529
N 0.84 -2.93 2.40 0.0717
H 1.36 -0.98 3.72 0.4444
H -0.31 -0.49 3.33 0.1291
H 2.02 1.00 3.01 0.5344
H -0.40 1.85 3.32 0.0960
H 0.77 2.73 2.27 0.3680
H -4.31 -0.35 1.28 0.4902
H -6.24 1.16 0.81 0.3918
H -5.89 3.52 0.30 0.3473
H -3.61 4.48 0.22 0.4324
H -0.88 3.55 0.28 0.2393
H -3.04 -2.79 0.33 0.3973
H -3.64 -5.13 0.96 0.4033
H -2.06 -6.54 2.19 0.3502
H 0.16 -5.64 2.89 0.4245
H 1.75 -3.35 2.50 0.3862
O -0.70 -3.07 -2.36 -0.7507
S -0.89 -1.65 -2.29 1.1607
O -1.41 -1.06 -3.50 -0.8162
O -1.74 -1.28 -1.10 -0.4778
O 0.44 -1.00 -1.92 -0.6426
C -3.44 0.80 -2.19 -1.2544
C -2.11 1.47 -2.40 0.8475
C -1.97 2.37 -3.45 -1.1561
C -0.76 3.01 -3.68 -1.0177
C 0.31 2.71 -2.83 -0.7559
C 0.14 1.81 -1.80 1.1336
N -1.08 1.20 -1.54 0.6210
N 1.07 1.42 -0.87 0.5881
Si 2.61 2.17 -0.81 0.3375
C 3.75 1.90 -2.35 -1.4104
C 3.62 1.66 0.73 -1.0312
C 2.43 4.10 -0.69 -1.3589
H -4.20 1.53 -1.89 0.4147
H -3.34 0.04 -1.42 -0.2403
H -3.74 0.31 -3.11 0.5200
H -2.82 2.54 -4.09 0.4757
H -0.65 3.70 -4.50 0.4596
H 1.28 3.17 -2.99 0.3310
H 4.24 0.93 -2.32 0.3435
H 4.52 2.66 -2.38 0.4265
H 3.18 1.95 -3.27 0.3742
H 3.33 0.67 1.05 -0.0194
H 3.46 2.35 1.56 0.4574
H 4.68 1.68 0.51 0.5033
H 2.81 4.58 -1.59 0.3904
H 2.99 4.50 0.15 0.4123
H 1.40 4.40 -0.58 0.2673
C 1.94 -3.36 -0.40 -1.7592
C 2.55 -2.05 0.16 1.5487
C 3.30 -1.36 -0.99 -1.5479
C 3.62 -2.40 1.25 -2.0222
N 1.54 -1.13 0.69 0.4822
H 2.70 -3.93 -0.94 0.6018
H 1.14 -3.10 -1.10 0.1698
H 1.53 -4.00 0.37 0.3456
H 3.98 -2.07 -1.46 0.5628
H 3.86 -0.51 -0.63 0.2758
H 2.58 -1.02 -1.73 0.0856
H 4.62 -2.36 0.82 0.5212
H 3.49 -3.40 1.66 0.4042
H 3.57 -1.67 2.06 0.2430
```

Arrangement Q

Below is a molecular structure, C29H39N8O4SSiW, with properties calculated with ωB97M-V/def2-TZVPD.

The calculation puts the molar mass at 807.7 g mol⁻¹. The LUMO energy (alpha / beta) is 2.15 / 2.16 eV. For the HOMO energy (alpha / beta), the calculation gives -3.6 / -3.0 eV. Its net charge is -1.

The geometry in XYZ format:
```
83
Properties=species:S:1:pos:R:3:mulliken_charge:R:1
W -0.16 -0.23 0.05 -0.3520
C -2.56 0.49 1.67 -1.2421
N -1.44 1.43 1.58 -0.1642
C -1.60 2.70 0.94 -1.1483
C -1.60 2.44 -0.54 0.3873
N -1.34 1.26 -1.02 0.9812
C -1.66 1.30 -2.37 -0.4815
C -1.71 0.28 -3.31 -0.0029
C -2.13 0.61 -4.58 -0.9071
C -2.50 1.93 -4.91 -0.6128
C -2.49 2.94 -3.97 -1.0900
C -2.08 2.59 -2.69 0.6682
N -2.03 3.29 -1.50 -0.0329
C -2.10 -0.87 1.19 1.2779
N -2.30 -1.14 -0.14 -0.8391
C -2.35 -2.54 -0.19 0.3045
C -2.46 -3.37 -1.29 -0.3714
C -2.50 -4.75 -1.08 -0.5825
C -2.42 -5.28 0.21 -0.4818
C -2.32 -4.45 1.32 -1.1162
C -2.31 -3.08 1.10 0.4804
N -2.27 -2.01 1.99 -0.2001
H -3.34 0.83 0.98 0.2542
H -2.98 0.44 2.67 0.4615
H -0.85 1.42 2.40 0.0794
H -0.76 3.34 1.20 0.1745
H -2.52 3.22 1.20 0.5353
H -1.42 -0.72 -3.03 0.4621
H -2.17 -0.16 -5.34 0.4161
H -2.82 2.15 -5.92 0.3648
H -2.80 3.94 -4.22 0.4187
H -2.23 4.26 -1.35 0.2310
H -2.51 -2.95 -2.29 0.3468
H -2.57 -5.41 -1.93 0.3835
H -2.42 -6.35 0.34 0.3439
H -2.24 -4.85 2.32 0.4241
H -1.62 -2.10 2.77 0.4223
O 1.91 -1.93 3.38 -0.8786
S 1.32 -1.56 2.11 0.7910
O 0.39 -2.57 1.56 -0.4699
O 0.43 -0.31 2.29 -0.6353
O 2.29 -1.18 1.07 -0.4942
C 1.33 1.78 -4.39 -1.0553
C 2.07 1.91 -3.08 0.3597
C 3.40 2.28 -3.08 -0.7114
C 4.03 2.35 -1.85 -1.1095
C 3.34 2.07 -0.70 -0.5616
C 1.97 1.72 -0.77 0.2340
N 1.36 1.64 -1.98 0.5825
N 1.22 1.46 0.37 0.5775
Si 1.87 2.04 1.91 1.1961
C 2.34 3.88 1.58 -1.4238
C 3.36 1.17 2.63 -1.6557
C 0.75 2.34 3.42 -1.6514
H 0.65 2.62 -4.54 0.2364
H 0.72 0.87 -4.38 -0.0317
H 2.02 1.74 -5.23 0.4381
H 3.93 2.48 -4.00 0.3939
H 5.09 2.60 -1.78 0.4087
H 3.86 2.07 0.24 0.2862
H 3.42 4.06 1.65 0.3426
H 1.86 4.53 2.32 0.4943
H 2.03 4.21 0.58 0.3179
H 4.04 0.80 1.86 0.3390
H 3.06 0.31 3.22 0.3562
H 3.91 1.87 3.28 0.5285
H -0.01 3.11 3.27 0.3431
H 1.45 2.75 4.16 0.4756
H 0.31 1.44 3.85 0.4410
C 0.65 -2.36 -3.37 -1.4049
C 1.25 -2.15 -1.98 1.7026
C 2.65 -1.54 -2.12 -1.4925
C 1.35 -3.49 -1.24 -1.3640
N 0.43 -1.24 -1.22 0.8236
H 1.31 -3.01 -3.95 0.4757
H 0.55 -1.41 -3.90 0.1315
H -0.33 -2.84 -3.30 0.1816
H 3.33 -2.28 -2.56 0.5330
H 3.02 -1.25 -1.14 0.1617
H 2.62 -0.66 -2.76 0.1943
H 1.91 -4.20 -1.86 0.5153
H 0.35 -3.89 -1.05 0.0526
H 1.85 -3.36 -0.29 0.2327
```

The winner here is arrangement Q, beating the second structure by 0.0495 hartree.